1.
A 8-piece molecular cluster, H15O7S overall at a distorted geometry. Source: the Open Molecules 2025 dataset; level of theory: the ωB97M-V functional and the def2-TZVPD basis.

## Properties
LUMO energy   3.28 eV
E_HOMO   -4.30 eV
Energy above the lowest of the compared OMol25 structures with the same formula, charge and spin   1.09 kcal per mole
Energy   -25414.493 eV

Structure (ORCA input):
```
! RIJCOSX wB97M-V def2-TZVPD def2/J DEFGRID3
* xyz -1 1
S -1.486 0.192 -2.407
H -1.218 -0.701 -3.413
H 0.582 -1.138 -2.436
H 0.898 -2.585 -2.331
O 1.184 -1.770 -1.934
H 2.040 -0.041 -0.761
H 1.750 1.440 -0.522
O 2.187 0.657 -0.102
H 1.844 0.648 1.710
H 0.654 0.897 2.526
O 1.443 0.320 2.488
H -1.734 0.599 1.587
H -1.753 2.081 1.356
O -1.204 1.404 1.841
H -1.565 -1.445 0.847
H -2.423 -0.823 -0.172
O -2.402 -0.947 0.791
H -0.056 2.216 0.377
H -0.329 2.127 -1.116
O 0.234 2.633 -0.483
H 0.556 -1.942 -0.113
H 0.670 -1.670 1.462
O 0.128 -2.153 0.806
*
```

2.
C40H38N8OS4Ti as an isolated structure. Source: the Open Molecules 2025 dataset; level of theory: the ωB97M-V functional and the def2-TZVPD basis.

## Properties
LUMO energy (alpha / beta)   0.23 / 0.13 eV
E_HOMO (alpha / beta)   -4.93 / -6.72 eV
Energy above the lowest of the compared OMol25 structures with the same formula, charge and spin   5.82 kcal per mole
⟨S²⟩   2.0243
Energy   -122523.559 eV

Structure (ORCA input):
```
! RIJCOSX wB97M-V def2-TZVPD def2/J DEFGRID3
* xyz 0 3
Ti -0.234 -0.596 0.251
C -1.494 1.977 -1.677
C -2.343 2.701 -0.632
C -1.567 3.610 0.300
C -2.250 4.455 1.171
C -1.526 5.192 2.089
C -0.144 5.073 2.108
C 0.449 4.230 1.183
N -0.244 3.523 0.293
N -1.392 0.475 -1.592
C -2.749 -0.114 -1.530
C -2.663 -1.609 -1.524
C -3.538 -2.423 -2.224
C -3.364 -3.795 -2.167
C -2.303 -4.302 -1.441
C -1.471 -3.416 -0.779
N -1.661 -2.098 -0.796
C -0.719 0.039 -2.852
C 0.488 -0.857 -2.723
C 1.124 -1.309 -3.870
C 2.324 -1.981 -3.751
C 2.860 -2.185 -2.489
C 2.152 -1.730 -1.397
N 0.984 -1.097 -1.513
H -1.906 2.195 -2.669
H -0.468 2.336 -1.616
H -3.122 3.283 -1.129
H -2.862 1.995 0.018
H -3.333 4.509 1.141
H -2.033 5.844 2.790
H 0.461 5.616 2.823
H 1.528 4.098 1.157
H -3.226 0.210 -0.606
H -3.368 0.232 -2.366
H -4.339 -1.982 -2.806
H -4.038 -4.456 -2.697
H -2.114 -5.365 -1.379
H -0.622 -3.765 -0.213
H -1.444 -0.414 -3.533
H -0.344 0.928 -3.356
H 0.693 -1.101 -4.843
H 2.846 -2.328 -4.635
H 3.810 -2.684 -2.350
H 2.515 -1.855 -0.389
C 3.555 0.792 1.627
C 2.451 0.903 0.600
N 1.151 0.731 0.990
N 0.965 1.067 2.339
C -0.244 1.074 2.764
N -0.481 1.501 4.069
S -1.663 0.628 1.835
C 2.818 1.216 -0.740
C 4.195 1.288 -1.105
C 4.561 1.673 -2.370
C 3.574 2.006 -3.302
C 2.259 1.898 -2.880
N 1.863 1.506 -1.678
H 3.136 0.534 2.592
H 4.115 1.725 1.742
H 4.274 0.018 1.334
H 0.360 1.480 4.627
H -1.244 1.012 4.512
H 4.960 1.049 -0.382
H 5.611 1.728 -2.635
H 3.811 2.338 -4.303
H 1.462 2.160 -3.580
O 0.212 -1.986 1.457
C -0.028 -2.930 2.451
C 0.997 -4.062 2.346
C 1.339 -4.978 3.294
C 2.261 -5.955 2.816
C 2.600 -5.754 1.515
S 1.807 -4.381 0.868
C -1.438 -3.512 2.334
C -2.600 -2.805 2.246
C -3.744 -3.635 2.083
C -3.424 -4.958 2.049
S -1.744 -5.206 2.248
C 0.163 -2.262 3.815
C 1.280 -1.597 4.217
C 1.190 -1.121 5.552
C 0.001 -1.440 6.138
S -1.007 -2.318 5.072
H 0.949 -4.947 4.304
H 2.659 -6.760 3.420
H 3.291 -6.325 0.909
H -2.617 -1.721 2.282
H -4.756 -3.261 1.995
H -4.091 -5.803 1.947
H 2.131 -1.442 3.564
H 1.971 -0.563 6.052
H -0.335 -1.201 7.137
*
```

3.
One molecule with the formula C12H16N2 at a distorted geometry. Source: the Open Molecules 2025 dataset; level of theory: the ωB97M-V functional and the def2-TZVPD basis.

## Properties
LUMO energy   0.95 eV
E_HOMO   -8.25 eV
Energy above the lowest of the compared OMol25 structures with the same formula, charge and spin   52.28 kcal per mole
Energy   -15681.831 eV
SMILES   Cc1ccccc1CCC1=NCCN1

Structure (ORCA input):
```
! RIJCOSX wB97M-V def2-TZVPD def2/J DEFGRID3
* xyz 0 1
C -0.640 -0.715 2.267
C 0.639 -0.529 1.356
C 1.777 0.217 1.682
C 2.964 0.029 0.880
C 3.015 -0.653 -0.257
C 1.820 -1.289 -0.637
C 0.650 -1.366 0.146
C -0.586 -2.038 -0.393
C -1.242 -1.144 -1.477
C -1.447 0.299 -1.127
C -2.335 2.175 -0.320
C -0.847 2.472 -0.421
H -1.571 -0.674 1.644
H -0.632 0.160 2.988
H -0.601 -1.686 2.906
H 1.816 0.895 2.635
H 3.869 0.526 1.162
H 3.961 -0.742 -0.817
H 1.721 -1.852 -1.560
H -1.187 -2.383 0.518
H -0.251 -2.959 -0.992
H -2.248 -1.604 -1.776
H -0.717 -1.264 -2.492
H -2.822 2.579 -1.317
H -2.961 2.726 0.589
H -0.289 2.291 0.633
H -0.646 3.394 -0.951
H 0.410 1.074 -1.415
N -2.402 0.747 -0.430
N -0.520 1.362 -1.279
*
```

4.
One molecule with the formula C6H13N3 at a distorted geometry. Source: the Open Molecules 2025 dataset; level of theory: the ωB97M-V functional and the def2-TZVPD basis.

## Properties
LUMO energy   0.72 eV
E_HOMO   -8.25 eV
Energy above the lowest of the compared OMol25 structures with the same formula, charge and spin   55.57 kcal per mole
Energy   -10901.002 eV
SMILES   CC/N=C\NN=C(C)C

Structure (ORCA input):
```
! RIJCOSX wB97M-V def2-TZVPD def2/J DEFGRID3
* xyz 0 1
C -2.234 1.434 -0.464
C -2.283 0.386 0.636
C -1.583 -1.673 -0.222
C 1.537 0.056 0.123
C 2.392 -1.191 0.074
C 2.155 1.410 0.023
H -3.181 1.622 -0.950
H -1.882 2.416 0.013
H -1.575 1.077 -1.278
H -1.418 0.518 1.292
H -3.086 0.531 1.341
H -1.785 -2.746 -0.468
H 0.386 -2.212 -0.171
H 2.148 -1.931 0.865
H 2.348 -1.609 -0.972
H 3.469 -0.938 0.129
H 2.676 1.597 0.968
H 2.996 1.461 -0.699
H 1.424 2.225 -0.301
N -2.520 -0.948 0.152
N -0.230 -1.376 -0.172
N 0.245 -0.110 0.082
*
```

5.
C8H10AuN3O5 as an isolated structure at a distorted geometry. Source: the Open Molecules 2025 dataset; level of theory: the ωB97M-V functional and the def2-TZVPD basis.

## Properties
LUMO energy   -0.03 eV
E_HOMO   -9.11 eV
Energy   -26860.318 eV

Structure (ORCA input):
```
! RIJCOSX wB97M-V def2-TZVPD def2/J DEFGRID3
* xyz 0 1
Au 1.209 -0.848 1.966
C -1.087 -0.050 -2.615
C -0.359 0.889 -1.715
N 0.191 0.634 -0.545
C 0.780 1.806 -0.125
C 0.556 2.781 -1.068
N -0.165 2.179 -2.057
C 0.878 4.222 -1.250
O 1.576 4.793 -0.310
O 0.478 4.783 -2.249
C 1.591 2.008 1.128
O 2.046 3.147 1.297
O 1.832 1.074 1.971
H -1.026 -1.064 -2.232
H -0.643 -0.031 -3.610
H -2.134 0.242 -2.711
H -0.460 2.679 -2.882
H 1.784 4.122 0.421
C -0.665 -4.753 2.187
C -0.369 -3.315 1.885
N -1.308 -2.575 1.300
O 0.737 -2.846 2.202
H -1.641 -5.065 1.821
H -0.617 -4.893 3.266
H 0.111 -5.380 1.751
H -2.207 -2.941 1.052
H -1.088 -1.597 1.121
*
```

6.
One molecule with the formula C5H10O at a distorted geometry. Source: the Open Molecules 2025 dataset; level of theory: the ωB97M-V functional and the def2-TZVPD basis.

## Properties
LUMO energy   1.20 eV
E_HOMO   -10.15 eV
Energy above the lowest of the compared OMol25 structures with the same formula, charge and spin   32.10 kcal per mole
Energy   -7393.373 eV
SMILES   CC[C@H]1O[C@@H]1C

Structure (ORCA input):
```
! RIJCOSX wB97M-V def2-TZVPD def2/J DEFGRID3
* xyz 0 1
C 2.472 0.382 0.203
C 1.299 -0.509 -0.348
C -0.008 -0.007 0.129
C -1.335 -0.061 -0.488
C -2.592 -0.020 0.289
H 2.634 0.189 1.292
H 2.113 1.411 -0.027
H 3.379 0.259 -0.373
H 1.313 -0.581 -1.440
H 1.404 -1.578 -0.040
H -0.014 -0.045 1.259
H -1.372 -0.576 -1.446
H -3.378 0.578 -0.253
H -2.402 0.444 1.246
H -2.932 -1.060 0.425
O -0.583 1.173 -0.428
*
```

7.
A 2-piece molecular cluster, C4H4N2O overall at a distorted geometry. Source: the Open Molecules 2025 dataset; level of theory: the ωB97M-V functional and the def2-TZVPD basis.

## Properties
LUMO energy (alpha / beta)   0.03 / 0.03 eV
E_HOMO (alpha / beta)   -9.33 / -9.33 eV
Energy above the lowest of the compared OMol25 structures with the same formula, charge and spin   96.30 kcal per mole
Energy   -9236.312 eV

Structure (ORCA input):
```
! RIJCOSX wB97M-V def2-TZVPD def2/J DEFGRID3
* xyz 0 1
O 2.470 0.934 0.176
C 1.353 0.599 0.100
C 0.032 0.860 -0.623
C -0.102 -0.439 -1.282
N -0.652 -1.330 -0.499
C -0.838 -0.641 0.690
N -0.910 0.719 0.410
H 0.637 -0.454 0.948
H 0.316 -0.704 -2.249
H -1.417 -1.101 1.485
H -0.871 1.373 1.182
*
```

8.
A 3-piece molecular cluster, C3H10O3 overall. Source: the Open Molecules 2025 dataset; level of theory: the ωB97M-V functional and the def2-TZVPD basis.

## Properties
LUMO energy   0.34 eV
E_HOMO   -10.18 eV
Energy above the lowest of the compared OMol25 structures with the same formula, charge and spin   28.01 kcal per mole
Energy   -9414.318 eV
SMILES   C=O.OCO.C

Structure (ORCA input):
```
! RIJCOSX wB97M-V def2-TZVPD def2/J DEFGRID3
* xyz 0 1
C -2.219 -0.282 1.049
O 2.485 0.406 -0.590
O -1.499 0.543 1.556
H 0.195 0.100 1.318
H 2.913 -0.453 -0.488
H -3.252 -0.050 0.755
H -1.920 -1.335 0.936
C 1.935 0.762 0.643
C -0.789 -0.428 -1.622
O 1.096 -0.250 1.123
H 0.001 -0.569 -0.854
H 2.737 0.932 1.384
H 1.396 1.699 0.474
H -1.491 -1.253 -1.686
H -1.310 0.506 -1.424
H -0.279 -0.329 -2.572
*
```

9.
C46H48Cl2MgN3O3P2 as an isolated structure at a distorted geometry. Source: the Open Molecules 2025 dataset; level of theory: the ωB97M-V functional and the def2-TZVPD basis.

## Properties
LUMO energy   -3.46 eV
E_HOMO   -9.41 eV
Energy above the lowest of the compared OMol25 structures with the same formula, charge and spin   0.00 kcal per mole
Energy   -108158.005 eV

Structure (ORCA input):
```
! RIJCOSX wB97M-V def2-TZVPD def2/J DEFGRID3
* xyz 1 1
Mg 10.891 5.590 22.398
C 9.758 7.907 20.752
C 9.828 6.734 19.739
N 10.869 5.722 20.078
C 12.302 5.836 19.585
C 13.303 5.603 20.690
N 13.072 6.221 22.001
C 13.227 7.640 22.229
C 12.183 8.429 21.440
N 10.836 7.895 21.733
H 8.785 7.956 21.260
H 9.803 8.801 20.078
H 10.052 7.122 18.731
H 8.870 6.249 19.683
H 10.540 4.767 19.868
H 12.523 6.793 19.117
H 12.503 5.014 18.881
H 14.255 5.906 20.255
H 13.355 4.487 20.830
H 13.609 5.724 22.736
H 14.230 7.980 21.964
H 13.186 7.840 23.315
H 12.433 8.377 20.338
H 12.213 9.519 21.687
H 10.516 8.397 22.587
Cl 12.139 0.416 27.676
C 11.835 1.786 26.670
C 11.985 3.068 27.242
C 11.794 4.212 26.538
Cl 11.883 5.671 27.437
C 11.520 4.156 25.060
O 11.303 5.188 24.329
C 11.440 2.799 24.494
C 11.224 2.649 23.110
O 11.295 3.547 22.217
C 11.549 1.645 25.320
H 12.307 3.151 28.295
H 10.929 1.648 22.776
H 11.427 0.673 24.874
C 14.945 1.595 17.265
P 14.149 2.038 18.895
C 13.260 0.477 19.049
C 12.279 0.129 18.055
C 11.413 -0.951 18.278
C 11.581 -1.794 19.391
C 12.589 -1.507 20.278
C 13.490 -0.488 20.058
C 15.462 1.990 20.101
C 16.797 2.186 19.730
C 17.786 1.947 20.693
C 17.447 1.660 22.014
C 16.101 1.621 22.398
C 15.102 1.815 21.485
P 14.715 3.224 16.377
C 14.564 2.846 14.618
C 14.675 1.531 14.064
C 14.636 1.387 12.671
C 14.458 2.518 11.834
C 14.257 3.755 12.400
C 14.398 3.926 13.791
C 16.398 3.915 16.546
C 17.438 3.380 15.782
C 18.761 3.824 16.022
C 18.972 5.037 16.696
C 17.896 5.657 17.320
C 16.605 5.127 17.266
H 14.347 0.843 16.738
H 16.019 1.328 17.362
H 12.251 0.776 17.159
H 10.629 -1.167 17.529
H 10.906 -2.668 19.544
H 12.775 -2.144 21.124
H 14.318 -0.359 20.716
H 17.053 2.613 18.766
H 18.872 2.055 20.447
H 18.188 1.472 22.816
H 15.908 1.473 23.435
H 14.032 1.893 21.795
H 14.891 0.658 14.666
H 14.814 0.407 12.177
H 14.348 2.347 10.759
H 14.025 4.630 11.751
H 14.245 4.934 14.213
H 17.222 2.567 15.065
H 19.604 3.251 15.631
H 19.976 5.442 16.750
H 18.111 6.549 17.875
H 15.837 5.606 17.861
C 6.879 4.231 21.922
C 7.791 4.949 22.851
O 9.008 5.156 22.469
C 7.286 5.466 24.082
C 7.960 6.431 24.865
C 7.365 6.891 26.018
C 6.103 6.465 26.447
C 5.382 5.567 25.634
C 5.972 5.092 24.473
H 7.288 4.245 20.890
H 5.904 4.699 21.920
H 6.830 3.136 22.199
H 8.993 6.756 24.590
H 7.843 7.689 26.584
H 5.696 6.787 27.428
H 4.381 5.207 25.939
H 5.495 4.262 23.981
*
```

10.
C59H77N5O4P2SeSr as an isolated structure at a distorted geometry. Source: the Open Molecules 2025 dataset; level of theory: the ωB97M-V functional and the def2-TZVPD basis.

## Properties
LUMO energy   3.38 eV
E_HOMO   -1.90 eV
Energy above the lowest of the compared OMol25 structures with the same formula, charge and spin   0.50 kcal per mole
Energy   -162838.719 eV

Structure (ORCA input):
```
! RIJCOSX wB97M-V def2-TZVPD def2/J DEFGRID3
* xyz -2 1
Sr -0.370 -0.325 0.172
C 0.632 2.914 7.716
C 1.732 2.140 6.976
C 2.320 1.083 7.922
C 2.843 3.128 6.620
C 1.146 1.466 5.736
C 1.584 1.724 4.448
C 1.005 1.105 3.348
Se 1.707 1.503 1.600
C 0.695 3.099 1.201
C 1.134 4.294 1.744
C 0.430 5.476 1.555
C -0.728 5.387 0.785
C -1.210 4.220 0.207
C -0.483 3.002 0.400
O -0.845 1.874 -0.108
C -2.513 4.334 -0.607
C -3.010 3.029 -1.239
C -3.635 4.851 0.309
C -2.308 5.332 -1.760
C 0.853 6.814 2.158
C 1.073 7.849 1.046
C -0.242 7.325 3.106
C 2.151 6.696 2.958
C -0.057 0.173 3.475
O -0.607 -0.372 2.443
C -0.487 -0.125 4.813
C 0.113 0.531 5.873
C -1.595 -1.157 5.030
C -1.911 -1.367 6.513
C -1.161 -2.514 4.455
C -2.890 -0.689 4.347
H 1.034 3.402 8.611
H -0.177 2.250 8.027
H 0.202 3.679 7.066
H 2.746 1.554 8.814
H 3.106 0.515 7.419
H 1.556 0.374 8.245
H 3.229 3.593 7.532
H 2.477 3.921 5.965
H 3.675 2.631 6.116
H 2.393 2.420 4.264
H 2.042 4.274 2.333
H -1.302 6.297 0.629
H -3.222 2.265 -0.493
H -2.280 2.608 -1.927
H -3.933 3.249 -1.790
H -3.797 4.156 1.135
H -4.571 4.940 -0.254
H -3.400 5.828 0.734
H -1.518 4.979 -2.427
H -2.029 6.325 -1.402
H -3.229 5.428 -2.343
H 0.165 8.000 0.459
H 1.857 7.514 0.363
H 1.370 8.816 1.468
H -1.186 7.469 2.576
H 0.047 8.283 3.554
H -0.417 6.604 3.907
H 2.975 6.344 2.334
H 2.043 6.003 3.795
H 2.425 7.675 3.363
H -0.231 0.302 6.875
H -1.041 -1.728 7.068
H -2.699 -2.120 6.603
H -2.269 -0.450 6.990
H -0.272 -2.880 4.975
H -0.928 -2.432 3.396
H -1.962 -3.250 4.586
H -3.228 0.255 4.784
H -3.679 -1.436 4.491
H -2.733 -0.543 3.282
N 0.758 -4.073 0.000
P 1.748 -2.864 0.446
C 2.894 -2.689 -1.008
C 2.462 -3.122 -2.260
C 3.276 -2.977 -3.378
C 4.536 -2.402 -3.264
C 4.970 -1.950 -2.022
C 4.151 -2.088 -0.909
C 3.052 -3.578 1.570
C 3.835 -2.770 2.389
C 4.791 -3.321 3.235
C 4.967 -4.698 3.277
C 4.172 -5.515 2.480
C 3.218 -4.959 1.640
P -1.480 -2.400 -2.641
C -2.588 -3.736 -3.329
C -3.478 -3.648 -4.399
C -4.245 -4.740 -4.795
C -4.138 -5.952 -4.130
C -3.251 -6.060 -3.063
C -2.487 -4.971 -2.676
C -1.862 -1.084 -3.871
C -2.542 0.092 -3.559
C -2.789 1.056 -4.529
C -2.370 0.862 -5.837
C -1.678 -0.300 -6.163
C -1.420 -1.249 -5.186
H -0.177 -3.861 0.338
H 1.474 -3.565 -2.321
H 2.924 -3.322 -4.345
H 5.175 -2.304 -4.136
H 5.951 -1.496 -1.919
H 4.501 -1.736 0.056
H 3.676 -1.695 2.385
H 5.386 -2.676 3.872
H 5.706 -5.133 3.941
H 4.296 -6.592 2.520
H 2.564 -5.574 1.029
H -3.590 -2.710 -4.931
H -4.932 -4.635 -5.628
H -4.734 -6.804 -4.437
H -3.147 -7.001 -2.534
H -1.785 -5.071 -1.854
H -2.863 0.254 -2.537
H -3.308 1.968 -4.253
H -2.574 1.613 -6.594
H -1.335 -0.468 -7.180
H -0.864 -2.146 -5.443
N 3.211 1.175 -1.535
C 2.414 1.913 -2.500
C 3.249 2.545 -3.622
C 4.118 1.598 -4.454
C 3.310 0.552 -5.212
N 2.287 1.184 -6.021
C 2.399 1.325 -7.276
N 1.324 1.789 -8.022
N 3.519 1.053 -8.054
C 1.189 1.095 -2.913
O 0.529 1.428 -4.020
O 0.745 0.250 -2.179
H 4.175 1.096 -1.814
H 2.842 0.247 -1.367
H 1.934 2.760 -1.982
H 3.894 3.294 -3.155
H 2.584 3.102 -4.285
H 4.850 1.081 -3.828
H 4.689 2.201 -5.169
H 2.809 -0.108 -4.499
H 3.978 -0.109 -5.780
H 1.123 1.552 -4.801
H 0.538 2.048 -7.442
H 1.557 2.477 -8.721
H 4.239 0.530 -7.582
H 3.295 0.669 -8.959
C -2.268 -1.824 -1.140
H -3.323 -1.588 -1.336
H -2.243 -2.655 -0.422
*
```